22
Properties=species:S:1:pos:R:3:forces:R:3:nbo_charge:R:1 method="wB97M-V/def2-TZVPD" gap_ev="6.69 / 6.68" e_homo_ev="-7.7 / -7.7" e_above_lowest_ev=0.112 e_tot_ev=-32940.7528
C -1.446 1.072 0.527 -3.089 0.157 1.246 0.67
C 2.533 -0.548 -1.600 2.749 3.676 -1.055 0.69
C -2.896 0.860 1.033 1.389 0.027 0.381 -0.72
C 1.587 -1.218 -2.557 -0.511 0.881 0.845 -0.73
N 1.255 2.103 1.510 2.206 -0.593 1.639 -1.15
N 2.393 -0.687 2.136 -1.870 0.487 0.459 -1.22
N -1.040 2.204 0.055 0.789 0.899 -0.347 -0.88
N 2.443 -0.891 -0.255 -0.056 0.518 -1.629 -0.97
O -0.643 0.145 0.560 1.041 -2.126 0.002 -0.72
O 3.338 0.395 -1.908 -2.641 -3.317 0.728 -0.59
P 0.828 1.734 0.127 -0.324 0.423 -2.574 1.08
P 3.100 0.157 0.862 -0.782 0.584 1.583 1.40
H -3.053 1.309 2.135 0.367 -1.773 -2.438 0.25
H -3.515 1.413 0.353 -0.601 0.400 -0.140 0.22
H -2.976 -0.223 0.722 -0.733 0.897 1.561 0.25
H 2.036 -1.345 -3.506 0.955 -0.503 -0.820 0.25
H 0.836 -0.391 -2.845 0.330 -1.658 1.116 0.28
H 1.298 -2.205 -2.105 -0.590 1.150 -0.793 0.23
H 2.772 -0.618 3.069 0.349 0.392 -0.100 0.41
H 1.359 -0.428 2.217 1.601 -0.644 -0.263 0.43
H -1.606 3.005 0.241 -0.070 0.594 -0.067 0.39
H 1.709 -1.529 -0.045 -0.508 -0.472 0.668 0.43